P | Below is C3H4KO3 as an isolated structure, with properties calculated with ωB97M-V/def2-TZVPD.

The geometry in ORCA input format:
```
! RIJCOSX wB97M-V def2-TZVPD def2/J DEFGRID3
* xyz 0 2
O 1.397 1.861 -2.585
C 1.163 1.017 -3.367
O 1.217 0.159 -4.145
H -1.797 -0.989 1.696
C -0.949 -0.508 0.975
C -0.020 -1.177 1.934
O -1.018 0.843 1.036
H -0.841 -0.947 -0.044
H -0.044 -1.041 3.021
H 0.630 -1.982 1.578
K 0.261 2.763 -0.099
*
```

Summary:
<S²> = 0.75
Kohn-Sham gap (alpha / beta) = 4.92 / 5.67 eV
HOMO level (alpha / beta) = -5.65 / -6.44 eV



Q | Below is C3H4KO3 as an isolated structure, with properties calculated with ωB97M-V/def2-TZVPD.

The geometry in ORCA input format:
```
! RIJCOSX wB97M-V def2-TZVPD def2/J DEFGRID3
* xyz 0 2
C -1.758 -1.310 0.343
C -0.474 -1.768 0.256
O 0.484 -1.162 -0.530
C 1.773 -1.272 -0.259
O 2.063 -0.094 0.258
K 0.061 1.545 0.202
H -2.505 -2.102 0.241
H -2.353 -0.697 1.031
H 3.012 0.080 0.204
O -1.977 0.871 -0.553
H -2.875 1.016 -0.257
*
```

Summary:
<S²> = 0.76
Kohn-Sham gap (alpha / beta) = 5.99 / 6.86 eV
HOMO level (alpha / beta) = -6.52 / -7.42 eV



Most stable structure - P; separation to the second - 113.0 kcal/mol.



P | Below is a 7-piece molecular cluster, C42H35F7 overall, with properties calculated with ωB97M-V/def2-TZVPD.

The geometry in ORCA input format:
```
! RIJCOSX wB97M-V def2-TZVPD def2/J DEFGRID3
* xyz 0 1
F 2.745 -2.523 1.092
C 2.269 -1.573 1.934
C 1.502 -0.533 1.370
C 1.031 0.472 2.198
C 1.327 0.385 3.539
C 2.116 -0.618 4.087
C 2.553 -1.667 3.300
H 1.392 -0.529 0.295
H 0.418 1.293 1.855
H 1.071 1.225 4.168
H 2.276 -0.591 5.155
H 2.994 -2.558 3.721
F 3.715 1.807 -4.102
C 4.108 1.425 -2.860
C 4.141 0.071 -2.508
C 4.216 -0.294 -1.167
C 4.304 0.717 -0.182
C 4.457 2.062 -0.539
C 4.212 2.436 -1.882
H 3.899 -0.706 -3.218
H 4.144 -1.343 -0.918
H 4.514 0.495 0.854
H 4.785 2.667 0.293
H 4.363 3.486 -2.084
F -2.035 -1.108 4.071
C -2.320 -1.863 2.993
C -3.589 -1.820 2.425
C -3.860 -2.423 1.230
C -2.839 -3.045 0.504
C -1.576 -3.080 1.074
C -1.321 -2.511 2.295
H -4.318 -1.204 2.931
H -4.815 -2.283 0.745
H -3.072 -3.315 -0.516
H -0.810 -3.712 0.648
H -0.312 -2.437 2.672
F -6.833 1.710 3.535
C -6.167 1.649 2.386
C -6.385 0.565 1.552
C -5.749 0.528 0.284
C -4.887 1.538 -0.094
C -4.615 2.612 0.824
C -5.219 2.660 2.106
H -7.074 -0.240 1.759
H -5.675 -0.390 -0.280
H -4.323 1.439 -1.010
H -3.887 3.359 0.547
H -5.106 3.401 2.883
F -0.821 3.669 0.479
C 0.369 4.259 0.722
C 1.019 4.853 -0.312
C 2.288 5.381 -0.188
C 2.895 5.284 1.071
C 2.243 4.699 2.202
C 0.969 4.092 1.993
H 0.621 4.984 -1.307
H 2.688 5.890 -1.053
H 3.877 5.708 1.217
H 2.830 4.534 3.093
H 0.513 3.564 2.817
F -1.080 -4.968 -4.602
C 0.035 -4.673 -3.924
C -0.131 -4.616 -2.589
C 0.905 -4.267 -1.736
C 2.117 -4.045 -2.269
C 2.295 -4.115 -3.659
C 1.178 -4.371 -4.529
H -1.133 -4.834 -2.252
H 0.820 -4.188 -0.662
H 2.917 -3.757 -1.603
H 3.259 -3.845 -4.064
H 1.246 -4.330 -5.606
F -1.920 -2.274 -2.671
C -1.281 -1.190 -2.221
C -1.918 -0.269 -1.404
C -1.227 0.847 -1.071
C 0.081 1.117 -1.596
C 0.664 0.200 -2.459
C -0.056 -0.925 -2.789
H -2.904 -0.376 -0.976
H -1.662 1.562 -0.388
H 0.579 2.018 -1.266
H 1.649 0.388 -2.861
H 0.311 -1.646 -3.504
*
```

Summary:
SMILES = Fc1ccccc1.Fc1ccccc1.Fc1ccccc1.Fc1ccccc1.Fc1ccccc1.Fc1ccccc1.Fc1ccccc1
Kohn-Sham gap = 9.64 eV
HOMO level = -9.01 eV



Q | Below is a 7-piece molecular cluster, C42H35F7 overall, with properties calculated with ωB97M-V/def2-TZVPD.

The geometry in ORCA input format:
```
! RIJCOSX wB97M-V def2-TZVPD def2/J DEFGRID3
* xyz 0 1
F 8.101 -0.655 0.205
C 7.204 -0.436 1.190
C 7.627 0.093 2.405
C 6.666 0.379 3.357
C 5.311 0.219 3.082
C 4.868 -0.299 1.862
C 5.858 -0.615 0.928
H 8.678 0.227 2.620
H 6.917 0.771 4.333
H 4.581 0.431 3.852
H 3.830 -0.440 1.605
H 5.562 -0.957 -0.058
F -2.246 -0.027 -4.093
C -3.331 -0.791 -3.911
C -3.161 -2.147 -4.096
C -4.254 -3.006 -4.063
C -5.508 -2.447 -3.827
C -5.666 -1.087 -3.579
C -4.562 -0.237 -3.630
H -2.194 -2.592 -4.292
H -4.183 -4.043 -4.356
H -6.360 -3.115 -3.773
H -6.662 -0.761 -3.317
H -4.656 0.833 -3.503
F 1.003 -4.793 0.887
C 1.254 -4.149 -0.265
C 0.376 -4.276 -1.323
C 0.613 -3.625 -2.546
C 1.740 -2.812 -2.608
C 2.610 -2.711 -1.545
C 2.406 -3.379 -0.354
H -0.515 -4.880 -1.192
H -0.123 -3.699 -3.330
H 1.976 -2.391 -3.579
H 3.490 -2.085 -1.648
H 3.006 -3.284 0.542
F 0.255 2.678 5.548
C -0.065 3.832 4.944
C -0.746 4.800 5.642
C -0.985 6.016 5.010
C -0.524 6.276 3.729
C 0.160 5.276 3.059
C 0.393 4.039 3.650
H -1.030 4.668 6.677
H -1.566 6.780 5.512
H -0.726 7.253 3.314
H 0.533 5.458 2.057
H 0.863 3.233 3.105
F 1.247 0.355 1.269
C 0.027 0.340 0.678
C -0.930 1.234 1.079
C -2.188 1.158 0.480
C -2.442 0.159 -0.451
C -1.452 -0.696 -0.885
C -0.186 -0.605 -0.314
H -0.696 1.996 1.811
H -2.984 1.834 0.756
H -3.462 0.109 -0.817
H -1.559 -1.522 -1.577
H 0.611 -1.283 -0.580
F 1.982 5.615 -4.266
C 1.797 4.870 -3.164
C 0.516 4.452 -2.832
C 0.355 3.743 -1.648
C 1.454 3.509 -0.847
C 2.734 3.978 -1.133
C 2.875 4.692 -2.316
H -0.308 4.580 -3.522
H -0.552 3.253 -1.316
H 1.383 3.090 0.154
H 3.560 3.858 -0.450
H 3.802 5.183 -2.592
F -3.254 -6.671 -0.513
C -3.365 -5.482 0.086
C -4.073 -4.483 -0.563
C -4.152 -3.222 0.007
C -3.657 -3.050 1.286
C -2.963 -4.043 1.947
C -2.819 -5.290 1.345
H -4.509 -4.620 -1.545
H -4.726 -2.398 -0.396
H -3.801 -2.082 1.754
H -2.650 -3.932 2.976
H -2.434 -6.151 1.876
*
```

Summary:
SMILES = Fc1ccccc1.Fc1ccccc1.Fc1ccccc1.Fc1ccccc1.Fc1ccccc1.Fc1ccccc1.Fc1ccccc1
Kohn-Sham gap = 9.77 eV
HOMO level = -9.18 eV



Most stable structure - Q; separation to the second - 23.5 kcal/mol.



P | Below is one molecule with the formula C3H3NO4, with properties calculated with ωB97M-V/def2-TZVPD.

The geometry in ORCA input format:
```
! RIJCOSX wB97M-V def2-TZVPD def2/J DEFGRID3
* xyz 0 1
C -0.130 -0.740 0.650
C 0.290 0.147 -0.429
C 0.001 -0.350 -1.917
H 0.053 1.700 1.669
H -0.836 -0.706 2.623
H -0.527 -1.368 -2.099
N -0.289 -0.136 1.916
O -0.681 1.158 2.004
O -0.128 -1.914 0.501
O 0.805 1.262 -0.340
O 0.300 0.368 -2.844
*
```

Summary:
SMILES = O=CC(=O)C(=O)NO
Kohn-Sham gap = 8.36 eV
HOMO level = -10.00 eV



Q | Below is one molecule with the formula C3H3NO4, with properties calculated with ωB97M-V/def2-TZVPD.

The geometry in ORCA input format:
```
! RIJCOSX wB97M-V def2-TZVPD def2/J DEFGRID3
* xyz 0 1
C 1.153 -0.663 0.983
C 0.355 -0.211 -1.107
C -1.437 0.868 0.074
H 0.074 -0.695 -2.053
H 1.425 0.308 -0.897
H -2.678 0.871 0.221
N -0.890 0.561 1.282
O 2.034 -1.325 1.532
O 0.084 -1.287 -0.053
O -0.709 1.052 -1.186
O 0.589 0.521 1.202
*
```

Summary:
SMILES = O=C1OCOC=NO1
Kohn-Sham gap = 11.04 eV
HOMO level = -10.95 eV



Most stable structure - P; separation to the second - 69.7 kcal/mol.



P | Below is C3H4FNO as an isolated structure, with properties calculated with ωB97M-V/def2-TZVPD.

The geometry in ORCA input format:
```
! RIJCOSX wB97M-V def2-TZVPD def2/J DEFGRID3
* xyz 0 1
C -0.716 0.074 -0.781
C -1.270 -0.805 0.034
C 0.510 -0.065 -0.002
N 1.197 1.031 0.562
O -0.287 -0.894 0.943
F 1.361 -0.945 -0.623
H -0.767 0.357 -1.831
H -2.094 -1.529 -0.018
H 0.786 1.792 0.189
H 1.280 0.982 1.527
*
```

Summary:
Kohn-Sham gap = 10.38 eV
HOMO level = -9.27 eV



Q | Below is a 3-piece molecular cluster, C3H4FNO overall, with properties calculated with ωB97M-V/def2-TZVPD.

The geometry in ORCA input format:
```
! RIJCOSX wB97M-V def2-TZVPD def2/J DEFGRID3
* xyz 0 1
C -1.794 0.085 -0.029
C -0.527 0.519 -0.124
C 1.775 0.066 0.244
H -2.731 0.540 -0.413
H -0.211 1.644 -0.074
H 0.151 -1.574 -1.014
H 2.022 1.300 1.257
N 0.459 -0.437 -0.185
O 2.691 -0.897 -0.012
F -1.835 -1.247 0.350
*
```

Summary:
Kohn-Sham gap = 7.82 eV
HOMO level = -8.73 eV



R | Below is one molecule with the formula C3H4FNO, with properties calculated with ωB97M-V/def2-TZVPD.

The geometry in ORCA input format:
```
! RIJCOSX wB97M-V def2-TZVPD def2/J DEFGRID3
* xyz 0 1
C -0.150 0.438 -1.691
C -0.351 0.434 -0.379
C 0.478 -0.537 1.737
H 0.253 -0.351 -2.336
H -0.699 1.403 -0.027
H -0.376 -1.585 0.226
H 0.644 0.511 2.036
N -0.288 -0.629 0.567
O 0.797 -1.504 2.380
F -0.450 1.606 -2.323
*
```

Summary:
SMILES = O=CN/C=C/F
Kohn-Sham gap = 10.45 eV
HOMO level = -9.44 eV



S | Below is a 2-piece molecular cluster, C3H4FNO overall, with properties calculated with ωB97M-V/def2-TZVPD.

The geometry in ORCA input format:
```
! RIJCOSX wB97M-V def2-TZVPD def2/J DEFGRID3
* xyz 0 1
C 0.672 -0.475 -0.765
C 1.242 -1.068 0.284
C 0.790 0.725 -0.007
N -1.848 0.434 0.447
O 1.512 0.150 1.014
F 0.745 1.980 -0.043
H 0.063 -0.895 -1.550
H 1.329 -2.092 0.528
H -2.178 1.315 0.337
H -2.326 -0.075 -0.245
*
```

Summary:
Kohn-Sham gap (alpha / beta) = 10.02 / 6.88 eV
HOMO level (alpha / beta) = -9.63 / -7.48 eV



Most stable structure - R; separation to the second - 32.1 kcal/mol.



P | Below is C3H11N5 as an isolated structure, with properties calculated with ωB97M-V/def2-TZVPD.

The geometry in ORCA input format:
```
! RIJCOSX wB97M-V def2-TZVPD def2/J DEFGRID3
* xyz 0 1
C 1.206 -0.860 -1.700
C 0.833 -1.603 0.303
C -0.483 0.264 -0.375
H 1.975 -1.853 -1.880
H 0.784 -0.475 -2.709
H 1.839 0.227 -1.221
H 0.482 -1.569 1.436
H 0.798 -2.786 0.291
H 2.071 -1.426 -0.036
H -1.343 -0.684 1.209
H -0.011 0.521 2.369
H -1.904 0.548 2.985
H -1.194 2.962 -1.325
H -1.719 2.497 -0.039
N 0.083 -1.022 -0.682
N -1.347 0.168 0.817
N -0.971 1.062 2.026
N -0.287 1.473 -1.093
N -0.810 2.555 -0.377
*
```

Summary:
Kohn-Sham gap = 8.37 eV
HOMO level = -8.12 eV



Q | Below is one molecule with the formula C3H11N5, with properties calculated with ωB97M-V/def2-TZVPD.

The geometry in ORCA input format:
```
! RIJCOSX wB97M-V def2-TZVPD def2/J DEFGRID3
* xyz 0 1
C 2.629 0.144 1.838
C 1.774 0.799 0.703
C -0.259 -0.005 -0.319
H 3.652 0.517 2.173
H 1.998 0.304 2.781
H 2.733 -0.971 1.756
H 1.378 1.746 1.031
H 2.187 1.114 -0.299
H -2.332 -0.114 -0.150
H -1.039 -2.645 0.122
H -1.030 -1.855 1.560
H 0.557 1.352 -1.609
H -1.949 -0.188 -1.962
H -2.099 1.886 -1.733
N 0.714 -0.184 0.510
N -1.492 -0.815 -0.295
N -1.530 -1.924 0.579
N -0.303 1.079 -1.150
N -1.520 0.877 -2.075
*
```

Summary:
SMILES = CCN=C(NN)NN
Kohn-Sham gap = 9.45 eV
HOMO level = -8.64 eV



Most stable structure - Q; separation to the second - 110.8 kcal/mol.



P | Below is one molecule with the formula C5H5ClO2, with properties calculated with ωB97M-V/def2-TZVPD.

The geometry in ORCA input format:
```
! RIJCOSX wB97M-V def2-TZVPD def2/J DEFGRID3
* xyz 0 1
C -1.318 0.402 -0.535
C -1.717 -0.292 0.500
C 0.026 0.977 -0.774
C 1.232 0.384 -0.058
C 1.455 -0.859 0.701
H -1.005 -0.464 1.331
H -2.485 -1.088 0.648
H 0.084 2.021 -0.643
H 2.053 0.983 0.265
H 0.593 -1.778 0.473
O 1.041 0.346 -1.558
O 2.386 -1.020 1.556
Cl -2.344 0.389 -1.908
*
```

Summary:
SMILES = C=C(Cl)[C@@H]1O[C@@H]1C=O
Kohn-Sham gap = 9.94 eV
HOMO level = -10.18 eV



Q | Below is C5H5ClO2 as an isolated structure, with properties calculated with ωB97M-V/def2-TZVPD.

The geometry in ORCA input format:
```
! RIJCOSX wB97M-V def2-TZVPD def2/J DEFGRID3
* xyz 0 1
C 0.389 -0.845 0.132
C 0.911 0.458 0.781
C 1.308 1.246 -0.470
C -0.920 -1.085 -0.329
C -1.958 -0.156 -0.002
H 1.764 0.224 1.285
H 0.279 0.948 1.515
H 1.645 0.379 -1.446
H -1.141 -2.162 -0.649
H -1.773 0.827 0.604
O 1.008 2.475 -0.646
O -3.107 -0.380 -0.419
Cl 1.595 -1.930 -0.356
*
```

Summary:
Kohn-Sham gap = 9.22 eV
HOMO level = -10.00 eV



R | Below is one molecule with the formula C5H5ClO2, with properties calculated with ωB97M-V/def2-TZVPD.

The geometry in ORCA input format:
```
! RIJCOSX wB97M-V def2-TZVPD def2/J DEFGRID3
* xyz 0 1
C -0.184 -0.602 1.677
C 0.213 0.108 0.394
C 1.401 0.653 0.250
C -0.887 0.247 -0.610
C -0.634 -0.151 -2.079
H -1.058 -0.109 2.117
H 0.636 -0.544 2.396
H -0.408 -1.686 1.462
H 2.173 0.588 0.999
H -1.375 0.280 -2.756
O -2.025 0.527 -0.313
O 0.243 -0.902 -2.417
Cl 1.904 1.592 -1.121
*
```

Summary:
SMILES = C/C(=C/Cl)C(=O)C=O
Kohn-Sham gap = 9.36 eV
HOMO level = -9.97 eV



Most stable structure - R; separation to the second - 39.8 kcal/mol.